Arrangement a

The following is a DFT calculation (the ωB97M-V functional and the def2-TZVPD basis) of one molecule with the formula C14H20N2O4.

As for the SMILES: CC(C)[C@H](N)C(=O)N[C@@H](Cc1ccc(O)cc1)C(=O)O. The gap between HOMO and LUMO comes out at 9.1 eV. The value obtained for the HOMO energy is -8.550 eV.

Geometry as ORCA input:
```
! RIJCOSX wB97M-V def2-TZVPD def2/J DEFGRID3
* xyz 0 1
C -2.485 -0.173 0.692
C -1.585 -1.017 -0.246
C -3.451 0.715 -0.134
C -4.556 -0.114 -0.790
C -4.071 1.812 0.746
C 0.600 -2.090 -0.404
C 1.703 -2.638 0.523
C 1.235 -1.192 -1.505
C 1.644 0.148 -1.003
C 2.885 0.364 -0.381
C 0.754 1.249 -1.078
C 3.215 1.600 0.120
C 1.076 2.496 -0.563
C 2.322 2.675 0.040
H -2.191 0.871 2.363
H -1.065 1.260 1.163
H -3.126 -0.912 1.255
H -2.890 1.263 -0.935
H -5.178 -0.616 -0.043
H -4.113 -0.913 -1.381
H -5.194 0.538 -1.402
H -4.782 2.379 0.178
H -3.296 2.499 1.130
H -4.624 1.345 1.624
H -0.179 -1.094 1.234
H 0.157 -2.941 -0.939
H 2.077 -1.744 -1.892
H 0.470 -1.071 -2.316
H 3.589 -0.467 -0.335
H -0.183 1.100 -1.589
H 4.190 1.751 0.569
H 0.413 3.363 -0.658
H 3.463 3.912 0.947
H 2.132 -2.987 2.287
N -1.623 0.492 1.676
N -0.420 -1.428 0.353
O -1.861 -1.300 -1.399
O 2.774 -3.003 0.132
O 2.615 3.934 0.512
O 1.337 -2.630 1.812
*
```

Charges in e, computed with Löwdin, in the same order as the atoms: number 1, C, carries -0.2794; number 2, C, carries -0.4206; number 3, C, carries -0.3956; number 4, C, carries -0.0756; number 5, C, carries -0.0902; number 6, C, carries -0.1927; number 7, C, carries -0.4821; number 8, C, carries -0.0916; number 9, C, carries -0.2115; number 10, C, carries -0.0293; number 11, C, carries -0.0332; number 12, C, carries -0.0251; number 13, C, carries -0.0188; number 14, C, carries -0.3073; number 15, H, carries 0.0372; number 16, H, carries 0.1210; number 17, H, carries 0.1694; number 18, H, carries 0.1446; number 19, H, carries 0.0812; number 20, H, carries 0.0645; number 21, H, carries 0.0834; number 22, H, carries 0.0624; number 23, H, carries 0.0709; number 24, H, carries 0.1037; number 25, H, carries 0.0934; number 26, H, carries 0.1662; number 27, H, carries 0.1141; number 28, H, carries 0.1309; number 29, H, carries 0.1180; number 30, H, carries 0.1067; number 31, H, carries 0.1125; number 32, H, carries 0.1233; number 33, H, carries 0.0929; number 34, H, carries 0.1546; number 35, N, carries 0.0542; number 36, N, carries 0.1097; number 37, O, carries 0.0596; number 38, O, carries 0.1154; number 39, O, carries 0.0470; number 40, O, carries 0.1159

---

Arrangement b

The following is a DFT calculation (the ωB97M-V functional and the def2-TZVPD basis) of one molecule with the formula C14H20N2O4.

As for the SMILES: CC[C@H](COC(=O)NC)NC(=O)Oc1cccc(C)c1. The gap between HOMO and LUMO comes out at 9.4 eV. The value obtained for the HOMO energy is -8.685 eV.

Geometry as ORCA input:
```
! RIJCOSX wB97M-V def2-TZVPD def2/J DEFGRID3
* xyz 0 1
C 3.658 -1.913 -2.823
C 2.343 -2.029 -2.063
H 2.413 -2.833 -1.327
H 1.543 -2.278 -2.763
C 1.956 -0.734 -1.346
N 0.564 -0.796 -0.955
C -0.168 0.341 -0.813
O 0.147 1.417 -1.249
O -1.314 0.045 -0.158
C -2.260 1.028 0.096
C -2.891 0.970 1.333
C -3.880 1.887 1.630
C -4.232 2.859 0.708
C -3.604 2.920 -0.527
C -2.617 1.990 -0.833
H -2.119 2.028 -1.789
C -3.978 3.960 -1.540
H -4.646 4.702 -1.110
H -3.087 4.461 -1.914
H -4.478 3.495 -2.389
H -5.002 3.577 0.953
H -4.374 1.850 2.589
H -2.592 0.212 2.039
H 0.272 -1.584 -0.395
H 2.043 0.121 -2.025
C 2.848 -0.443 -0.125
H 3.888 -0.322 -0.430
H 2.494 0.470 0.364
O 2.829 -1.515 0.811
C 1.952 -1.401 1.843
O 1.232 -0.456 2.037
N 2.000 -2.517 2.604
H 2.695 -3.210 2.380
C 1.250 -2.643 3.828
H 0.648 -3.554 3.813
H 1.912 -2.665 4.697
H 0.595 -1.777 3.899
H 4.489 -1.744 -2.144
H 3.853 -2.830 -3.373
H 3.617 -1.089 -3.531
*
```

Charges in e, computed with Löwdin, in the same order as the atoms: number 1, C, carries -0.0951; number 2, C, carries -0.2057; number 3, H, carries 0.1100; number 4, H, carries 0.1149; number 5, C, carries -0.2887; number 6, N, carries 0.1221; number 7, C, carries -0.5459; number 8, O, carries 0.1151; number 9, O, carries 0.0858; number 10, C, carries -0.2189; number 11, C, carries -0.0084; number 12, C, carries -0.0787; number 13, C, carries -0.0581; number 14, C, carries -0.2692; number 15, C, carries 0.0309; number 16, H, carries 0.1234; number 17, C, carries -0.0492; number 18, H, carries 0.0727; number 19, H, carries 0.0821; number 20, H, carries 0.0833; number 21, H, carries 0.1057; number 22, H, carries 0.1025; number 23, H, carries 0.1161; number 24, H, carries 0.1532; number 25, H, carries 0.1546; number 26, C, carries -0.1082; number 27, H, carries 0.1276; number 28, H, carries 0.1323; number 29, O, carries 0.0045; number 30, C, carries -0.5850; number 31, O, carries 0.0998; number 32, N, carries 0.0280; number 33, H, carries 0.1435; number 34, C, carries -0.0646; number 35, H, carries 0.0823; number 36, H, carries 0.0843; number 37, H, carries 0.0857; number 38, H, carries 0.0671; number 39, H, carries 0.0716; number 40, H, carries 0.0770

---

Preferred: arrangement b; penalty for the next structure: 0.0142 hartree.

---

Arrangement a

The following is a DFT calculation (the ωB97M-V functional and the def2-TZVPD basis) of an isolated ion of composition C3H8NO2 and charge +1.

As for the SMILES: OC[C@]1(O)C[NH2+]1. The gap between HOMO and LUMO comes out at 11.7 eV. The value obtained for the HOMO energy is -15.166 eV.

Geometry as ORCA input:
```
! RIJCOSX wB97M-V def2-TZVPD def2/J DEFGRID3
* xyz 1 1
C 0.511 1.150 0.704
C 0.468 -0.357 0.162
C -0.899 -0.884 -0.039
N 0.713 0.968 -0.717
O 1.517 -1.100 0.402
O -1.944 -0.010 0.414
H -0.346 1.644 0.925
H 1.462 1.332 1.293
H -0.949 -1.799 0.585
H -1.095 -0.984 -1.208
H 0.014 1.251 -1.449
H 1.644 0.833 -1.018
H 1.697 -1.661 -0.348
H -2.794 -0.384 0.294
*
```

Charges in e, computed with Löwdin, in the same order as the atoms: number 1, C, carries 0.0618; number 2, C, carries -0.4006; number 3, C, carries -0.1510; number 4, N, carries 0.1700; number 5, O, carries 0.1552; number 6, O, carries -0.0337; number 7, H, carries 0.0912; number 8, H, carries 0.1732; number 9, H, carries 0.1556; number 10, H, carries 0.1790; number 11, H, carries 0.2107; number 12, H, carries 0.1522; number 13, H, carries 0.1476; number 14, H, carries 0.0887

---

Arrangement b

The following is a DFT calculation (the ωB97M-V functional and the def2-TZVPD basis) of an isolated ion of composition C3H8NO2 and charge +1.

As for the SMILES: [NH3+]CC(=O)CO. The gap between HOMO and LUMO comes out at 10.2 eV. The value obtained for the HOMO energy is -14.112 eV.

Geometry as ORCA input:
```
! RIJCOSX wB97M-V def2-TZVPD def2/J DEFGRID3
* xyz 1 1
C 0.310 -0.376 -0.363
C -0.597 0.845 0.376
C -0.160 -1.808 -0.143
N 0.221 2.033 0.399
O 1.144 -0.034 -1.140
O 0.774 -2.691 -0.454
H -0.843 0.539 1.429
H -1.602 0.940 0.058
H -0.241 -1.856 0.935
H -1.211 -1.742 -0.599
H 0.864 2.037 1.153
H -0.367 2.896 0.382
H 0.704 2.133 -0.582
H 1.004 -2.916 -1.450
*
```

Charges in e, computed with Löwdin, in the same order as the atoms: number 1, C, carries -0.2870; number 2, C, carries -0.0784; number 3, C, carries -0.2773; number 4, N, carries 0.1653; number 5, O, carries 0.1336; number 6, O, carries -0.0071; number 7, H, carries 0.1470; number 8, H, carries 0.1182; number 9, H, carries 0.1348; number 10, H, carries 0.1742; number 11, H, carries 0.1608; number 12, H, carries 0.1959; number 13, H, carries 0.2182; number 14, H, carries 0.2018

---

Preferred: arrangement b; penalty for the next structure: 0.0199 hartree.

---

Arrangement a

The following is a DFT calculation (the ωB97M-V functional and the def2-TZVPD basis) of one molecule with the formula C3H4INO.

As for the SMILES: C/C=N/C(=O)I. The gap between HOMO and LUMO comes out at 9.2 eV. The value obtained for the HOMO energy is -9.434 eV.

Geometry as ORCA input:
```
! RIJCOSX wB97M-V def2-TZVPD def2/J DEFGRID3
* xyz 0 1
C 0.965 -0.437 0.366
C 3.140 -1.337 -0.046
C -0.207 0.157 -0.304
N 1.910 -0.952 -0.244
O 3.621 -2.402 -0.185
I 4.529 0.381 0.028
H 1.006 -0.559 1.372
H -0.406 -0.508 -1.050
H 0.075 1.017 -0.785
H -1.065 0.308 0.394
*
```

Charges in e, computed with Löwdin, in the same order as the atoms: number 1, C, carries -0.1595; number 2, C, carries -0.9226; number 3, C, carries -0.0169; number 4, N, carries 0.0729; number 5, O, carries 0.0176; number 6, I, carries 0.6760; number 7, H, carries 0.1036; number 8, H, carries 0.0570; number 9, H, carries 0.0628; number 10, H, carries 0.1091

---

Arrangement b

The following is a DFT calculation (the ωB97M-V functional and the def2-TZVPD basis) of one molecule with the formula C3H4INO.

The gap between HOMO and LUMO (spin up / spin down) comes out at 7.7 / 7.6 eV. The value obtained for the HOMO energy (spin up / spin down) is -8.208 / -7.731 eV.

Geometry as ORCA input:
```
! RIJCOSX wB97M-V def2-TZVPD def2/J DEFGRID3
* xyz 0 1
C -0.144 -1.133 0.085
C -1.995 0.458 0.005
C 1.687 0.579 0.075
N 0.978 -0.442 -0.125
O -1.389 -0.712 0.088
I 3.825 0.257 -0.254
H -0.189 -2.160 -0.006
H -1.269 1.255 -0.071
H -2.978 0.340 -0.253
H 1.474 1.558 0.455
*
```

Charges in e, computed with Löwdin, in the same order as the atoms: number 1, C, carries -0.1934; number 2, C, carries 0.0430; number 3, C, carries -0.6178; number 4, N, carries -0.0408; number 5, O, carries -0.0558; number 6, I, carries 0.6203; number 7, H, carries 0.1027; number 8, H, carries 0.0705; number 9, H, carries 0.0452; number 10, H, carries 0.0262

---

Preferred: arrangement a; penalty for the next structure: 0.1289 hartree.